107
Properties=species:S:1:pos:R:3 method="wB97M-V/def2-TZVPD" spin_multiplicity=4 homo_energy_ev="-7.85 / -8.35" orbital_gap_ev="8.40 / 8.66"
C -4.0135 4.8942 -1.4596
C -3.1501 3.7873 -0.9334
Br -2.2097 4.2013 0.6582
C -3.0200 2.5706 -1.4354
Br -4.0793 2.1258 -2.9469
P -2.0364 1.2063 -0.7460
C -0.2785 1.7453 -0.8452
C 0.5471 1.6848 -2.1542
C -0.1733 1.6989 -3.4809
F -0.9180 2.8747 -3.6002
H -5.0604 4.7227 -1.1864
H -3.7142 5.8512 -1.0334
H -3.9352 4.9571 -2.5473
H -2.1003 0.3591 -1.8621
H -0.1958 2.7452 -0.4151
H 0.2271 1.0821 -0.1324
H 1.2209 0.8207 -2.1320
H 1.1919 2.5711 -2.1662
H -0.8330 0.8386 -3.6352
H 0.5600 1.6899 -4.2949
C 3.8646 -0.1345 4.9109
C 2.4606 0.0191 4.2910
C 1.4544 -0.9222 4.9599
C 1.6430 -2.3907 4.5873
C 1.6565 -2.5710 3.0706
C 2.6848 -1.6818 2.3676
N 2.4758 -0.2643 2.8176
O 1.5095 0.3015 2.1981
C 4.1087 -2.1731 2.6543
C 2.4913 -1.7356 0.8563
C 2.0231 1.4652 4.4898
H 4.0092 -1.0950 5.4034
H 4.6449 -0.0116 4.1619
H 4.0178 0.6371 5.6648
H 0.4451 -0.6131 4.6713
H 1.5292 -0.7873 6.0419
H 2.5618 -2.7868 5.0284
H 0.8269 -2.9763 5.0142
H 1.8657 -3.6109 2.8085
H 0.6631 -2.3370 2.6760
H 4.8447 -1.4771 2.2496
H 4.2482 -3.1351 2.1607
H 4.3204 -2.3227 3.7089
H 1.4735 -1.4819 0.5711
H 2.7021 -2.7498 0.5139
H 3.1684 -1.0526 0.3423
H 2.7019 2.1503 3.9796
H 2.0419 1.6873 5.5576
H 1.0173 1.6404 4.1184
C 5.1590 2.8359 -2.6112
C 5.0664 1.6544 -1.6228
C 6.3897 1.4511 -0.8795
C 7.4970 0.8546 -1.7459
C 7.0278 -0.4327 -2.4226
C 5.7328 -0.2543 -3.2192
N 4.7073 0.3774 -2.3258
O 4.1419 -0.4733 -1.5539
C 5.9898 0.5772 -4.4819
C 5.1976 -1.6057 -3.6750
C 3.9573 1.9708 -0.6317
H 6.1818 3.0660 -2.9063
H 4.5763 2.6479 -3.5115
H 4.7514 3.7328 -2.1463
H 6.2106 0.7845 -0.0299
H 6.6996 2.4138 -0.4657
H 7.8356 1.5775 -2.4928
H 8.3651 0.6387 -1.1207
H 7.7973 -0.8137 -3.0983
H 6.8673 -1.1993 -1.6584
H 5.0528 0.8039 -4.9921
H 6.6104 -0.0076 -5.1611
H 6.5132 1.5100 -4.2967
H 5.0631 -2.2899 -2.8419
H 5.9094 -2.0458 -4.3747
H 4.2389 -1.4912 -4.1823
H 3.0009 2.0655 -1.1431
H 4.1753 2.9151 -0.1304
H 3.8548 1.2081 0.1364
C -6.3493 0.2891 -0.6677
C -6.0837 -0.7478 0.4399
C -5.3728 -1.9826 -0.1223
C -6.2696 -2.8750 -0.9781
C -7.5417 -3.2565 -0.2224
C -8.3076 -2.0440 0.3129
N -7.3587 -1.1896 1.1000
O -7.1749 -1.6357 2.2858
C -8.9638 -1.2733 -0.8394
C -9.4274 -2.4913 1.2437
C -5.2066 -0.0829 1.4924
H -6.3761 -0.1404 -1.6682
H -7.2892 0.8121 -0.4945
H -5.5679 1.0460 -0.6820
H -4.9861 -2.5719 0.7151
H -4.5066 -1.6424 -0.6961
H -6.5187 -2.3811 -1.9212
H -5.7236 -3.7810 -1.2473
H -8.2129 -3.8319 -0.8648
H -7.2753 -3.9026 0.6197
H -9.4136 -0.3481 -0.4772
H -9.7565 -1.8913 -1.2621
H -8.2841 -1.0290 -1.6495
H -9.0570 -3.1176 2.0504
H -10.1556 -3.0626 0.6660
H -9.9318 -1.6302 1.6834
H -5.7177 0.7719 1.9385
H -4.2912 0.2711 1.0148
H -4.9354 -0.7709 2.2884

***

58
Properties=species:S:1:pos:R:3 method="wB97M-V/def2-TZVPD" spin_multiplicity=5 total_charge=+1 homo_energy_ev="-10.19 / -10.44" orbital_gap_ev="6.87 / 5.60"
Ir -0.7153 0.4623 0.2025
I -0.4302 2.0061 -4.1975
C -0.2611 -0.0305 -3.8057
C 0.3147 -0.8578 -4.7882
C 0.4234 -2.2082 -4.5879
I 1.2936 -3.3599 -6.0917
C -0.0709 -2.8015 -3.3906
C -0.0227 -4.1856 -3.1060
C -0.5332 -4.6563 -1.9299
C -1.1122 -3.7384 -1.0320
N -1.1763 -2.4508 -1.2532
C -0.6554 -1.9718 -2.4071
C -0.7233 -0.5562 -2.6220
O -1.2571 0.2240 -1.6921
H 0.6684 -0.4070 -5.7043
H 0.4138 -4.8586 -3.8316
H -0.5140 -5.7096 -1.6903
H -1.5389 -4.0942 -0.0989
I -3.0841 -0.9758 0.9968
C -3.3051 0.4013 2.5504
C -4.3575 0.2536 3.4096
C -4.5043 1.1310 4.4971
C -3.5871 2.1217 4.6968
C -2.4949 2.2904 3.8142
C -1.5561 3.3250 4.0459
C -0.4975 3.5072 3.2058
C -0.3455 2.6677 2.0885
C -1.2190 1.6263 1.8090
C -2.3311 1.4274 2.6977
H -5.0785 -0.5388 3.2631
H -5.3396 1.0071 5.1714
H -3.6799 2.7950 5.5390
H -1.6994 3.9692 4.9040
H 0.2170 4.2990 3.3853
H 0.4913 2.8500 1.4265
C 3.5259 3.0701 -2.6125
N 2.2880 3.3070 -1.8757
C 1.7201 4.6514 -1.8592
C 1.7251 2.3472 -1.2065
N 1.2213 1.4870 -0.6114
H 4.3441 3.6375 -2.1673
H 3.3892 3.3783 -3.6489
H 3.7623 2.0099 -2.5889
H 2.3713 5.3335 -1.3111
H 0.7401 4.6257 -1.3893
H 1.6087 5.0026 -2.8850
N 3.8569 -5.1930 2.3745
C 3.1690 -4.3361 2.0446
C 2.3045 -3.2685 1.6328
C 2.4867 -2.6568 0.3963
C 1.6321 -1.6334 0.0420
N 0.6365 -1.2291 0.8344
C 0.4603 -1.8164 2.0208
C 1.2758 -2.8390 2.4646
H 3.2742 -2.9709 -0.2723
H 1.7280 -1.1251 -0.9087
H -0.3638 -1.4539 2.6210
H 1.1114 -3.2914 3.4311

***

52
Properties=species:S:1:pos:R:3 method="wB97M-V/def2-TZVPD" homo_energy_ev=-7.95 orbital_gap_ev=8.13
C -0.4196 2.9578 -2.9228
H -1.0043 3.6152 -2.2638
H -0.2982 3.3239 -3.9054
H -1.1366 2.1062 -3.1910
O 0.6231 2.5457 -2.5952
C 1.7789 3.4462 -2.2127
O 1.6909 4.7024 -2.3459
C 2.9566 2.7098 -1.7534
C 3.8206 3.5948 -1.0356
C 4.8967 3.1937 -0.3016
C 5.4275 1.6765 -0.3995
C 4.5783 0.8759 -1.2487
C 3.1946 1.5216 -1.8519
O 2.5776 0.5349 -2.4755
C 2.7586 -0.7833 -2.7474
H 2.1915 -1.0521 -3.2997
C 2.5432 -1.4027 -1.2629
O 3.5669 -2.1452 -0.8156
N 1.3682 -1.5849 -0.7163
C 0.3625 -0.7502 -1.1628
H 0.5737 0.1708 -1.8567
C -0.4993 -0.4081 -0.0415
N -1.1072 -1.7043 0.5385
C -2.1551 -1.5770 1.4357
C -2.9095 -0.6193 1.5178
C -4.0880 -0.4584 2.5482
C -4.6933 -1.4373 2.9236
C -3.9874 -2.9608 2.5138
C -2.8044 -2.7073 1.7784
H -2.5078 -3.7035 1.4723
H -4.4509 -3.8370 2.7956
O -5.7514 -1.7082 3.5907
C -6.3353 -0.5746 4.1958
H -7.2341 -0.7367 4.7265
H -6.6991 0.1466 3.3079
H -5.5918 -0.1164 4.8435
H -4.5321 0.4875 2.6711
H -2.3521 0.5918 1.6787
C -0.1896 -2.7336 0.5587
H -0.1869 -3.4453 -0.2551
C 1.1609 -2.0882 0.6933
H 1.6044 -1.4623 1.5290
H 1.9925 -2.8999 0.5424
H -0.3821 -3.1124 1.4730
H -1.4641 0.1031 -0.6641
H -0.3524 0.2541 0.6495
H -0.3368 -1.3191 -1.9106
H 3.6717 -0.8632 -2.8991
H 4.7549 -0.2089 -1.2348
H 6.3252 1.4568 0.0767
H 5.5607 3.7873 0.2143
H 3.4898 4.5975 -0.9056

***

43
Properties=species:S:1:pos:R:3 method="wB97M-V/def2-TZVPD" total_charge=+1 homo_energy_ev=-12.36 smiles="CC(=O)OCCCCCc1c[nH]c[n+]1C[C@H](O)CN" orbital_gap_ev=9.55
C 5.2227 0.8269 1.3542
C 5.0992 1.0191 -0.1295
O 5.9434 1.4925 -0.8383
O 3.8801 0.6082 -0.6274
C 3.9833 -0.4779 -1.5661
C 2.5744 -0.8273 -1.9923
C 1.7838 -1.5892 -0.9082
C 0.4285 -0.9510 -0.5713
C -0.6727 -1.9788 -0.2184
C -1.5548 -1.5468 0.8980
C -1.5636 -1.9260 2.1976
N -2.5353 -1.1991 2.8344
C -3.1194 -0.3931 1.9573
N -2.5520 -0.5907 0.7782
C -2.8737 0.0827 -0.4863
C -3.9003 1.1933 -0.3621
O -4.4212 1.3067 -1.6759
C -3.3365 2.5401 0.1747
N -1.9240 2.8114 0.0674
H 5.1021 -0.2250 1.6104
H 6.2022 1.1740 1.6705
H 4.4578 1.4037 1.8730
H 4.4728 -1.3245 -1.0746
H 4.5885 -0.1687 -2.4178
H 2.0751 0.1143 -2.2219
H 2.6318 -1.4255 -2.9010
H 2.3863 -1.5634 0.0015
H 1.6519 -2.6300 -1.2008
H 0.5627 -0.2859 0.2852
H 0.0903 -0.3240 -1.3965
H -1.2851 -2.1873 -1.0975
H -0.2161 -2.9213 0.0797
H -0.9477 -2.6497 2.7002
H -2.7877 -1.2393 3.8088
H -3.9098 0.3026 2.1686
H -1.9392 0.4566 -0.9002
H -3.2662 -0.6598 -1.1804
H -4.7043 0.8733 0.3121
H -5.2157 1.8488 -1.6536
H -3.6401 2.6572 1.2168
H -3.8605 3.3185 -0.3826
H -1.5728 2.7760 -0.8781
H -1.3382 2.2786 0.6923

***

34
Properties=species:S:1:pos:R:3 method="wB97M-V/def2-TZVPD" spin_multiplicity=3 total_charge=-2 homo_energy_ev="0.42 / 0.36" orbital_gap_ev="3.99 / 4.02"
C -1.5659 -0.8334 -0.9417
C -1.5935 -1.3681 0.3989
C -1.9027 -0.3366 1.2980
H -1.4457 -2.4230 0.6489
C -2.0146 0.8848 0.5722
C -1.9964 0.5648 -0.8482
H -2.3881 1.1675 -1.6485
H -1.5072 -1.4062 -1.8527
H -2.0760 -0.4490 2.3712
H -2.3064 1.8491 0.9967
Pt 0.1417 0.5902 -0.4946
Br 1.2365 -1.0122 -1.9819
C 2.6200 0.7183 -4.5026
C 1.5447 1.5103 -4.9849
C 0.5489 0.6288 -5.5169
H 1.4990 2.5958 -4.9815
C 1.0130 -0.7040 -5.3607
C 2.2958 -0.6580 -4.7279
H 2.9270 -1.5115 -4.4999
H 3.5374 1.0764 -4.0439
H -0.3833 0.9274 -5.9886
H 0.4992 -1.6108 -5.6676
Te 1.0771 1.9733 1.3268
C 0.6881 1.0065 3.1741
C -0.3543 1.4690 3.9977
C -0.6207 0.8255 5.2176
C 0.1616 -0.2565 5.6300
C 1.2354 -0.6891 4.8292
C 1.5061 -0.0566 3.6046
H -0.9355 2.3177 3.6411
H -1.4446 1.1525 5.8549
H -0.0481 -0.7645 6.5780
H 1.8499 -1.5225 5.1815
H 2.3328 -0.3631 2.9634

***

117
Properties=species:S:1:pos:R:3 method="wB97M-V/def2-TZVPD" total_charge=+1 homo_energy_ev="-9.73 / -9.73" orbital_gap_ev="5.54 / 5.01"
Tl -0.4374 -1.6338 -1.3448
C 0.6623 0.7341 4.9926
N 0.4645 0.6392 3.5345
P 1.8071 -0.0149 2.4740
C 3.2991 0.5811 3.3645
C 4.3766 -0.2323 3.6837
C 5.3309 0.1802 4.6611
C 5.2403 1.4980 5.1347
C 4.3191 2.3638 4.5904
C 3.2847 1.9055 3.8137
C 2.0272 -1.7670 2.8280
C 1.2725 -2.4869 3.7659
C 1.2112 -3.8686 3.6483
C 1.8657 -4.5580 2.6252
C 2.6845 -3.8462 1.7427
C 2.8021 -2.4664 1.8724
P -0.8918 1.6374 2.9548
C -0.8121 3.1224 4.0504
C -1.5050 3.3250 5.2007
C -1.1590 4.4092 6.0146
C -0.0630 5.2320 5.7083
C 0.6709 4.9871 4.5092
C 0.1981 4.0200 3.6654
C -2.3721 0.8110 3.5187
C -3.5412 1.5431 3.6608
C -4.7511 0.8517 3.8251
C -4.7306 -0.5154 3.9496
C -3.5590 -1.2283 3.8938
C -2.4086 -0.5849 3.5588
H 1.5268 0.1252 5.2908
H -0.1803 0.3377 5.5177
H 0.8794 1.7348 5.3721
H 4.4402 -1.2629 3.3087
H 6.0326 -0.5625 5.0004
H 5.9186 1.7714 5.9526
H 4.3773 3.4529 4.8459
H 2.5915 2.6048 3.5085
H 0.7727 -2.0703 4.5993
H 0.6157 -4.4426 4.3878
H 1.7402 -5.6445 2.5521
H 3.2389 -4.3398 0.9485
H 3.5158 -1.9690 1.2539
H -2.2819 2.6535 5.5045
H -1.7597 4.6558 6.8927
H 0.2428 6.0243 6.4250
H 1.5301 5.5696 4.1961
H 0.6371 4.0266 2.6488
H -3.4719 2.6316 3.7126
H -5.6715 1.4155 3.8661
H -5.6811 -1.0372 4.1708
H -3.5718 -2.2748 4.2314
H -1.4941 -1.1417 3.3867
C -2.3719 -4.9218 1.2910
C -3.1245 -5.6674 0.3955
C -2.9152 -5.4482 -0.9654
C -1.9600 -4.4648 -1.3847
C -1.4255 -3.5776 -0.4476
C -1.5973 -3.8077 0.8930
C -1.6505 -4.4086 -2.8324
C -1.6028 -5.6294 -3.5390
C -1.3953 -5.6307 -4.8441
C -1.2604 -4.3709 -5.5662
C -1.1736 -4.2608 -6.9747
C -1.0363 -2.9951 -7.5370
C -1.0574 -1.7995 -6.7653
C -1.3134 -1.8718 -5.3945
C -1.3056 -3.1525 -4.7646
N -1.4777 -3.2054 -3.3660
H -2.3859 -5.2313 2.3484
H -3.7546 -6.4715 0.7658
H -3.3456 -6.0917 -1.7411
H -1.1469 -3.1904 1.6769
H -1.6264 -6.5246 -2.8785
H -1.2822 -6.5874 -5.4635
H -1.1364 -5.1699 -7.6397
H -0.8131 -2.9349 -8.5710
H -0.8941 -0.8581 -7.3340
H -1.3169 -0.9582 -4.8442
C -0.1386 3.2283 -3.0148
N -1.2086 2.2611 -2.7914
C -2.2771 2.2909 -3.4907
C -3.4347 1.4883 -3.1714
C -4.8234 1.8459 -3.4411
C -5.6001 0.7960 -2.8703
C -4.6931 -0.0491 -2.2139
N -3.4208 0.3640 -2.4064
C -0.4302 4.5309 -2.2792
C -0.2304 4.5624 -0.8651
C -0.5484 5.7449 -0.1746
C -0.9306 6.9157 -0.8634
C -0.9761 6.8934 -2.2831
C -0.7387 5.6900 -2.9322
H -0.0676 3.4287 -4.0867
H 0.7992 2.8523 -2.6054
H -2.3865 2.8215 -4.4606
H -5.2127 2.6502 -4.0672
H -6.6500 0.7414 -2.7595
H -4.8551 -0.9292 -1.6233
H 0.0834 3.6885 -0.3082
H -0.4488 5.8399 0.9304
H -1.1434 7.8482 -0.2977
H -1.1987 7.7851 -2.8417
H -0.7716 5.7311 -3.9841
O 2.3644 -1.4255 -3.2188
S 3.3260 -1.4487 -4.3415
C 5.1068 -1.7516 -3.7049
C 6.0133 -0.7092 -4.3800
C 5.1479 0.5848 -4.3512
C 3.7324 0.3450 -4.7638
H 5.3731 -2.7699 -3.8823
H 4.8632 -1.6004 -2.6641
H 6.2200 -1.0564 -5.3768
H 6.9434 -0.5497 -3.8305
H 5.5765 1.3146 -5.0734
H 5.1614 1.1239 -3.3586
H 3.6480 0.2919 -5.8607
H 2.9626 0.9645 -4.2789

***

45
Properties=species:S:1:pos:R:3 method="wB97M-V/def2-TZVPD" spin_multiplicity=2 homo_energy_ev="-7.22 / -7.02" orbital_gap_ev="6.86 / 6.65"
Mn 0.1720 -1.3356 -1.2268
C -1.9525 -1.0789 -3.8018
O -1.4124 -0.4896 -2.6266
C -1.6404 0.8397 -2.3881
C -2.3477 1.6707 -3.2440
C -2.5247 3.0048 -2.8964
C -2.0098 3.4989 -1.7069
C -1.3135 2.6568 -0.8511
C -1.1152 1.3334 -1.1940
N -0.4448 0.3609 -0.3715
N -0.2558 0.7421 0.8115
C 0.1866 -0.1787 1.7289
C -0.0049 -1.5636 1.5548
O -0.3423 -2.1549 0.4658
C 0.1425 -2.4037 2.7303
C 0.5383 -1.8978 3.9127
C 0.8015 -0.4948 4.0939
C 1.2267 0.0112 5.3331
C 1.4551 1.3547 5.4986
C 1.2605 2.2190 4.4106
C 0.8526 1.7407 3.1896
C 0.6075 0.3661 3.0033
H -1.5479 -0.5954 -4.6931
H -3.0410 -1.0078 -3.7979
H -1.6471 -2.1188 -3.7755
H -2.7591 1.2923 -4.1681
H -3.0734 3.6554 -3.5645
H -2.1549 4.5358 -1.4367
H -0.9227 3.0156 0.0904
H -0.0546 -3.4582 2.5905
H 0.6693 -2.5535 4.7671
H 1.3696 -0.6776 6.1576
H 1.7831 1.7435 6.4533
H 1.4418 3.2800 4.5310
H 0.7206 2.4136 2.3539
C 1.6363 -2.8895 -1.7531
C 1.0714 -2.4243 -2.9567
C 1.4184 -1.0567 -3.1055
C 2.1896 -0.6803 -1.9919
C 2.3241 -1.8050 -1.1480
H 1.5619 -3.8920 -1.3632
H 0.5126 -3.0251 -3.6575
H 1.1456 -0.4126 -3.9273
H 2.6143 0.2959 -1.8166
H 2.8627 -1.8365 -0.2140

***

10
Properties=species:S:1:pos:R:3 method="wB97M-V/def2-TZVPD" homo_energy_ev=-8.40 orbital_gap_ev=8.57
C -0.6140 -0.9694 -2.6616
C -0.3413 -0.9123 -1.4884
C -0.8246 1.2886 0.6288
Si 0.2956 -0.8035 0.1871
Cl -1.9511 0.7458 1.8460
H -0.9488 -0.6371 -3.5498
H -1.3543 1.6709 -0.2579
H -0.0037 1.8304 0.8415
H 1.5359 -0.0800 0.3984
H 0.0419 -2.0685 0.8353

***

10
Properties=species:S:1:pos:R:3 method="wB97M-V/def2-TZVPD" homo_energy_ev=-8.43 orbital_gap_ev=7.54
C 0.0121 -0.8599 -0.0221
C -0.1781 0.1681 1.0681
N 0.2604 1.3168 0.2556
C 0.4182 0.4948 -0.9569
C -0.4009 -0.5143 -1.3700
H 0.6950 -1.6783 0.0351
H -1.2428 0.2437 1.2894
H 0.3816 -0.0021 1.9549
H 1.3267 1.0852 -0.3039
H -1.2722 -0.2541 -1.9502